Below is a molecular structure, C36H54O3P3RuS2Si at a distorted geometry, with properties calculated with ωB97M-V/def2-TZVPD.

Properties
Total charge: +1
Electronic energy: -104345.383 eV

Last column: Mulliken charge in e.
Atoms and positions in Å:
Ru  0.50  0.78  0.43  -1.48
C  -1.40  1.58  4.47  -1.70
C  -1.86  2.22  3.15  0.81
C  -1.35  3.66  3.07  -1.51
P  -1.61  1.20  1.63  0.71
C  -2.85  1.86  0.40  1.81
C  -4.30  1.83  0.89  -1.56
C  -2.52  3.25  -0.16  -1.91
C  -2.35  -0.41  2.04  -0.44
C  -3.31  -0.57  3.05  -0.23
C  -3.89  -1.81  3.26  -0.84
C  -3.53  -2.90  2.47  -0.87
C  -2.59  -2.73  1.46  -0.13
C  -1.99  -1.49  1.25  0.55
Si  -0.76  -1.14  -0.09  1.16
C  0.33  -2.62  -0.34  0.43
C  -0.16  -3.79  -0.93  -0.17
C  0.63  -4.93  -1.02  -0.97
C  1.92  -4.90  -0.50  -1.11
C  2.42  -3.74  0.07  -0.74
C  1.63  -2.58  0.13  0.38
P  2.18  -1.00  0.91  0.59
C  2.33  -1.57  2.66  0.37
C  1.01  -2.17  3.15  -1.11
C  3.49  -2.55  2.89  -1.61
C  3.84  -0.54  0.19  0.75
C  3.86  0.92  -0.30  -1.88
C  4.32  -1.46  -0.94  -1.81
C  -1.68  -0.84  -1.68  0.18
C  -2.83  -1.54  -2.05  -0.29
C  -3.39  -1.37  -3.31  -0.97
C  -2.77  -0.52  -4.23  -1.03
C  -1.64  0.19  -3.87  -0.73
C  -1.10  0.06  -2.58  0.32
P  0.39  0.93  -2.02  1.70
C  0.18  2.75  -2.34  2.00
C  1.53  3.48  -2.29  -1.68
C  -0.65  3.19  -3.54  -1.85
C  1.71  0.28  -3.14  1.39
C  1.56  -1.24  -3.30  -2.59
C  1.77  0.96  -4.50  -1.58
H  -2.02  1.97  5.27  0.49
H  -0.36  1.84  4.67  0.37
H  -1.47  0.49  4.48  0.32
H  -2.95  2.25  3.13  0.81
H  -0.28  3.71  3.29  0.28
H  -1.86  4.25  3.83  0.45
H  -1.52  4.13  2.11  0.23
H  -2.75  1.12  -0.40  -0.52
H  -4.49  2.64  1.61  0.39
H  -4.58  0.88  1.35  0.35
H  -4.96  2.00  0.04  0.45
H  -1.46  3.47  -0.18  0.59
H  -3.00  4.03  0.43  0.48
H  -2.91  3.34  -1.18  0.42
H  -3.62  0.26  3.67  0.36
H  -4.63  -1.93  4.04  0.47
H  -3.98  -3.87  2.64  0.46
H  -2.31  -3.58  0.85  0.47
H  -1.17  -3.81  -1.34  0.53
H  0.25  -5.83  -1.49  0.45
H  2.54  -5.79  -0.53  0.44
H  3.42  -3.74  0.46  0.57
H  2.53  -0.67  3.22  0.85
H  0.73  -3.06  2.57  0.21
H  0.19  -1.45  3.10  -0.30
H  1.12  -2.47  4.19  0.65
H  3.21  -3.57  2.64  0.38
H  3.73  -2.53  3.95  0.49
H  4.40  -2.29  2.35  0.34
H  4.52  -0.62  1.04  0.97
H  2.96  1.18  -0.85  0.26
H  4.71  1.07  -0.97  0.52
H  3.94  1.63  0.52  0.30
H  3.57  -1.62  -1.70  0.32
H  4.65  -2.44  -0.59  0.29
H  5.19  -0.99  -1.41  0.50
H  -3.30  -2.22  -1.34  0.53
H  -4.29  -1.91  -3.59  0.44
H  -3.18  -0.41  -5.22  0.45
H  -1.18  0.84  -4.60  0.30
H  -0.37  3.04  -1.45  -1.51
H  2.00  3.52  -3.27  0.45
H  2.23  3.03  -1.58  0.18
H  1.37  4.51  -1.96  0.42
H  -0.17  2.95  -4.49  0.25
H  -0.76  4.28  -3.49  0.50
H  -1.66  2.77  -3.53  0.46
H  2.64  0.48  -2.62  0.41
H  0.71  -1.47  -3.96  0.35
H  1.40  -1.76  -2.36  0.52
H  2.46  -1.64  -3.77  0.58
H  0.85  0.78  -5.08  0.22
H  2.59  0.51  -5.07  0.49
H  1.95  2.03  -4.45  0.30
O  1.78  2.86  3.80  -0.70
S  1.73  1.93  2.71  0.80
O  3.01  1.34  2.34  -0.53
O  0.67  0.86  2.76  -0.54
S  1.07  2.97  0.99  -0.37

***

Below is a molecular structure, C36H55AsBrNO4PdS3Si4 at a distorted geometry, with properties calculated with ωB97M-V/def2-TZVPD.

Properties
Total charge: -2
ΔE to the lowest compared entry with this formula, charge and spin: 0.00 kcal/mol

Last column: Mulliken charge in e.
Atoms and positions in Å:
Pd  -0.41  -0.29  0.51  0.99
Br  -3.58  0.48  5.15  -0.25
C  -1.90  0.76  4.32  -0.47
C  -1.10  1.82  4.67  0.00
C  0.12  1.96  4.04  -0.87
C  0.49  1.02  3.08  -0.36
N  -0.27  -0.02  2.77  0.35
C  -1.46  -0.15  3.36  0.08
H  -1.43  2.53  5.42  0.42
H  0.78  2.79  4.26  0.39
H  1.43  1.06  2.54  0.16
H  -2.07  -0.99  3.07  0.25
S  2.31  -0.82  0.82  -0.19
C  3.78  0.03  0.34  -0.12
C  5.00  -0.66  0.15  -0.48
C  6.17  0.01  -0.22  -0.55
C  6.16  1.40  -0.41  -0.66
C  4.97  2.09  -0.21  -0.28
C  3.81  1.42  0.16  -0.10
H  5.02  -1.73  0.30  0.33
H  7.09  -0.55  -0.37  0.33
H  7.07  1.92  -0.71  0.33
H  4.94  3.16  -0.35  0.34
H  2.89  1.96  0.31  -0.03
O  -4.44  -0.05  -0.81  -0.67
S  -3.18  -0.23  -0.11  0.38
O  -3.22  -1.59  0.64  -0.18
O  -2.83  0.76  0.89  -0.55
S  -1.67  -0.39  -1.48  -0.70
C  0.52  6.00  -0.04  -2.01
C  0.38  4.64  0.66  2.52
C  -0.57  4.75  1.87  -1.56
C  1.76  4.26  1.21  -1.72
Si  -0.21  3.19  -0.45  -2.42
O  -0.25  1.86  0.43  3.08
C  -1.85  3.70  -1.30  1.28
C  -2.28  2.91  -2.38  -0.62
C  -3.46  3.18  -3.06  -0.72
C  -4.24  4.28  -2.72  -0.56
C  -3.83  5.09  -1.67  -0.93
C  -2.66  4.80  -0.97  -0.16
C  0.92  3.04  -1.98  0.53
C  1.42  1.77  -2.31  0.56
C  2.21  1.57  -3.45  -0.78
C  2.51  2.63  -4.29  -0.62
C  2.00  3.90  -3.99  -0.84
C  1.21  4.09  -2.86  -0.52
H  0.73  6.79  0.71  0.50
H  -0.39  6.30  -0.58  0.24
H  1.34  6.00  -0.75  0.33
H  -0.15  5.44  2.62  0.46
H  -0.72  3.77  2.33  0.03
H  -1.56  5.13  1.60  0.25
H  2.11  5.03  1.91  0.62
H  2.50  4.17  0.41  0.30
H  1.72  3.30  1.74  -0.03
H  -1.69  2.04  -2.67  0.31
H  -3.77  2.51  -3.87  0.38
H  -5.15  4.49  -3.26  0.35
H  -4.43  5.95  -1.38  0.38
H  -2.39  5.45  -0.14  0.02
H  1.21  0.93  -1.65  0.10
H  2.60  0.58  -3.66  0.46
H  3.13  2.49  -5.16  0.32
H  2.21  4.74  -4.65  0.38
H  0.80  5.08  -2.68  0.26
C  -4.48  -3.57  1.51  -1.57
Si  -3.09  -3.39  0.24  1.95
C  -3.74  -3.39  -1.52  -1.13
C  -2.59  -5.27  0.37  -1.60
As  -0.55  -2.72  0.26  -0.31
Si  0.50  -3.50  -1.70  0.68
C  0.05  -2.57  -3.24  -0.86
C  0.05  -5.28  -2.01  -1.12
C  2.34  -3.47  -1.56  -0.69
Si  0.56  -4.07  1.88  0.64
C  -0.14  -3.40  3.46  -1.01
C  2.40  -3.99  1.99  -0.83
C  0.20  -5.90  1.91  -1.23
H  -4.85  -4.61  1.54  0.33
H  -5.30  -2.89  1.28  0.33
H  -4.12  -3.32  2.53  0.30
H  -4.83  -3.49  -1.49  0.35
H  -3.32  -4.23  -2.09  0.29
H  -3.51  -2.46  -2.05  0.23
H  -3.34  -5.85  -0.19  0.45
H  -2.61  -5.61  1.41  0.30
H  -1.60  -5.51  -0.04  0.14
H  -1.01  -2.69  -3.48  0.22
H  0.67  -2.94  -4.07  0.39
H  0.24  -1.50  -3.12  -0.03
H  -1.02  -5.42  -2.19  0.14
H  0.33  -5.92  -1.16  0.27
H  0.61  -5.62  -2.89  0.38
H  2.68  -2.47  -1.26  -0.14
H  2.78  -3.75  -2.52  0.47
H  2.68  -4.17  -0.79  0.18
H  0.17  -2.36  3.58  0.14
H  0.17  -3.98  4.34  0.52
H  -1.24  -3.41  3.42  0.15
H  2.77  -3.00  1.71  -0.02
H  2.87  -4.75  1.35  0.29
H  2.68  -4.20  3.04  0.40
H  -0.81  -6.11  2.25  0.31
H  0.92  -6.32  2.62  0.38
H  0.34  -6.39  0.94  0.30

***

total charge of number 2 (C36H55AsBrNO4PdS3Si4)? -2

***

Which of these has the lowest total charge? C36H55AsBrNO4PdS3Si4

***

The highest total charge belongs to which entry? C36H54O3P3RuS2Si